Record 1
ORCA calculation (ωB97M-V with the def2-TZVPD basis set) on one molecule with the formula C5H7NO.

Values from the calculation:
DFT total energy in Ha: -324.48273

Cartesian coordinates (Å):
C -2.4031 0.2874 -0.0795
C -0.6842 0.2633 0.1259
C -0.0459 -0.8945 0.0091
O 1.3207 -1.0113 -0.1939
C 2.0770 0.0420 0.1867
N 3.3192 -0.2355 -0.2069
C -1.1343 1.5188 0.0745
H -3.0889 0.9900 0.4004
H -2.5302 -0.6466 0.4869
H -2.6583 0.1608 -1.1275
H -0.5430 -1.8542 0.0117
H 3.5747 -1.0786 -0.7152
H 4.0442 0.4341 -0.0108
H -1.2479 2.0245 1.0386



Record 2
ORCA calculation (ωB97M-V with the def2-TZVPD basis set) on one molecule with the formula C5H7NO.

Values from the calculation:
DFT total energy in Ha: -324.58770

Cartesian coordinates (Å):
C -1.7668 0.1222 0.4890
N -0.3558 -0.1097 0.2191
C 0.2019 -1.2482 -0.0811
C 1.5574 -0.9158 -0.5884
C 1.8244 0.5497 -0.3455
C 0.6123 0.9379 0.0974
O 0.1030 2.1626 0.4475
H -2.1640 0.7743 -0.2933
H -1.8712 0.6245 1.4507
H -2.2981 -0.8309 0.4883
H -0.3477 -2.1824 -0.0919
H 2.3528 -1.6423 -0.4110
H 1.3116 -1.0090 -1.6646
H 0.8403 2.7671 0.2837